# 1
The following is a DFT calculation (ωB97M-V with the def2-TZVPD basis set) of a molecular structure, C19H19CoGeN2O2S.

- LUMO energy (alpha / beta): -6.6889 / -10.5618 eV
- Expectation value of S²: 6.037
- HOMO level (alpha / beta): -13.09 / -13.63 eV
- DFT total energy: -132048.411 eV
- Maximum force: 0.002 Eh/bohr
- Kohn-Sham gap (alpha / beta): 6.4 / 3.1 eV
- Energy above the lowest of the compared OMol25 structures with the same formula, charge and spin: 0.2 kcal per mole

```
! wB97M-V def2-TZVPD RIJCOSX def2/J DEFGRID3
* xyz 2 5
Co -0.2629 2.9153 -1.8948
N -2.2566 2.1489 -2.2760
N -2.2169 0.7727 -2.0106
C -1.0489 0.2484 -1.5850
O -1.0565 -1.0366 -1.3866
O -0.0403 0.9560 -1.4021
H -2.9767 2.5937 -1.7121
H -2.4650 2.3200 -3.2574
H -3.0174 0.1858 -2.1905
Ge 0.5341 -1.7614 -0.7160
C 0.6879 -1.2118 1.1058
C -0.4575 -1.1253 1.8996
C -0.3469 -0.7668 3.2349
C 0.9040 -0.5027 3.7796
C 2.0446 -0.5905 2.9939
C 1.9410 -0.9434 1.6553
C 0.0532 -3.6759 -0.8382
C 0.0704 -4.3670 -2.0200
C -0.2522 -5.7716 -2.0584
C -0.5820 -6.4826 -0.8908
C -0.5958 -5.8099 0.2952
C -0.2650 -4.4103 0.3283
H 1.6253 -1.4426 -1.7249
H -1.4390 -1.3271 1.4828
H -1.2333 -0.6935 3.8506
H 0.9892 -0.2280 4.8223
H 3.0162 -0.3821 3.4212
H 2.8375 -0.9979 1.0485
H 0.3291 -3.8837 -2.9545
H -0.2415 -6.2814 -3.0144
H -0.8179 -7.5361 -0.9451
H -0.8446 -6.3109 1.2214
H -0.2496 -3.9110 1.2924
S 0.4486 4.5907 -3.0676
C 0.5974 4.8676 -1.3082
C 1.5597 4.1473 -0.5737
C 1.5883 4.2310 0.8168
C 0.6830 5.0368 1.4845
C -0.2676 5.7586 0.7667
C -0.3255 5.6679 -0.6124
H 2.3158 3.5807 -1.1052
H 2.3427 3.6846 1.3674
H 0.7203 5.1182 2.5623
H -0.9664 6.3984 1.2892
H -1.0622 6.2274 -1.1741
*
```

Atom charges from the Löwdin analysis, given in e for atoms 1 to 4: Co 0.55; N 0.05; N 0.05; C -0.62

# 2
The following is a DFT calculation (ωB97M-V with the def2-TZVPD basis set) of a single C19H19FN2O3S molecule.

- LUMO energy: -0.1659 eV
- HOMO level: -8.55 eV
- DFT total energy: -42686.784 eV
- Maximum force: 0.024 Eh/bohr
- Kohn-Sham gap: 8.4 eV
- Energy above the lowest of the compared OMol25 structures with the same formula, charge and spin: 27.1 kcal per mole
- SMILES: CCOC(=O)CSC1=C(C#N)[C@H](c2ccccc2F)C(C(C)=O)=C(C)N1

```
! wB97M-V def2-TZVPD RIJCOSX def2/J DEFGRID3
* xyz 0 1
C 3.5698 0.0725 0.5343
C 3.4876 1.3313 1.3836
H 3.4166 1.0898 2.4460
H 4.3553 1.9724 1.2013
O 2.2995 2.0753 1.0903
C 2.3563 2.9401 0.0795
O 3.3378 3.1749 -0.5689
C 1.0306 3.6276 -0.1815
H 0.7574 3.4927 -1.2296
H 1.1425 4.6963 0.0088
S -0.3292 3.0897 0.8944
C -0.2891 1.3233 0.7078
C -0.2616 0.6488 -0.4578
C -0.3149 1.2819 -1.7041
N -0.3632 1.7856 -2.7363
C -0.2505 -0.8725 -0.4764
C -1.6442 -1.3293 -0.8636
C -1.9191 -1.7917 -2.1451
C -3.1880 -2.1706 -2.5397
C -4.2255 -2.0840 -1.6288
C -3.9815 -1.6258 -0.3450
C -2.7044 -1.2499 0.0301
H -2.5207 -0.8914 1.0319
H -4.7896 -1.5581 0.3670
H -5.2221 -2.3745 -1.9229
H -3.3449 -2.5237 -3.5465
F -0.9095 -1.8975 -3.0375
C 0.1703 -1.4375 0.8673
C 0.0951 -0.6699 1.9890
N -0.2575 0.6546 1.9037
H -0.2266 1.2213 2.7391
C 0.3976 -1.1445 3.3680
H -0.1848 -2.0341 3.5988
H 1.4427 -1.4415 3.4426
H 0.1874 -0.3681 4.1014
C 0.6123 -2.8318 0.9414
O 0.9677 -3.3539 1.9844
C 0.6206 -3.6215 -0.3461
H 1.3123 -3.1848 -1.0642
H 0.9363 -4.6385 -0.1277
H -0.3716 -3.6408 -0.7903
H 0.4465 -1.1933 -1.2583
H 2.7054 -0.5648 0.7092
H 3.6098 0.3377 -0.5197
H 4.4700 -0.4779 0.7910
*
```

Atom charges from the Löwdin analysis, given in e for atoms 1 to 4: C -0.04; C -0.19; H 0.12; H 0.12

# 3
The following is a DFT calculation (ωB97M-V with the def2-TZVPD basis set) of a single C19H19FN4O molecule.

- LUMO energy: 0.6513 eV
- HOMO level: -8.38 eV
- DFT total energy: -30737.015 eV
- Maximum force: 0.021 Eh/bohr
- Kohn-Sham gap: 9.0 eV
- Energy above the lowest of the compared OMol25 structures with the same formula, charge and spin: 0.0 kcal per mole
- SMILES: CCOc1ccc([C@H]2C[C@H](c3ccc(F)cc3)n3ncnc3N2)cc1

```
! wB97M-V def2-TZVPD RIJCOSX def2/J DEFGRID3
* xyz 0 1
C -4.2287 -2.4956 -2.0465
C -5.0831 -1.6327 -1.1225
O -4.5472 -1.5346 0.1826
C -3.4935 -0.7135 0.4262
C -2.9008 0.1484 -0.4892
C -1.8403 0.9521 -0.1029
C -1.3458 0.9195 1.1907
C -1.9470 0.0589 2.1057
C -2.9997 -0.7453 1.7337
H -3.4696 -1.4107 2.4403
H -1.5840 0.0246 3.1229
C -0.1675 1.7632 1.6376
N 0.1306 2.8913 0.7785
C 0.8112 2.6335 -0.3700
N 0.9635 3.4235 -1.4168
C 1.7644 2.6960 -2.2262
N 2.1050 1.5251 -1.7553
N 1.4970 1.4842 -0.5489
C 1.4992 0.3627 0.3641
C 2.8321 -0.3516 0.2918
C 3.7812 -0.3018 1.3029
C 4.9938 -0.9565 1.1666
C 5.2503 -1.6536 0.0024
C 4.3255 -1.7177 -1.0238
C 3.1174 -1.0669 -0.8678
H 2.3898 -1.0969 -1.6629
H 4.5559 -2.2676 -1.9222
F 6.4312 -2.2922 -0.1333
H 5.7357 -0.9254 1.9488
H 3.5924 0.2412 2.2148
H 0.7183 -0.3451 0.0377
C 1.1170 0.9186 1.7368
H 1.9093 1.5736 2.1017
H 0.9724 0.0972 2.4374
H 2.0902 3.0505 -3.1820
H -0.5635 3.6188 0.7057
H -0.3899 2.1687 2.6332
H -1.4055 1.6133 -0.8386
H -3.2509 0.2150 -1.5069
H -6.0601 -2.1021 -0.9771
H -5.2412 -0.6360 -1.5522
H -4.1080 -3.4867 -1.6165
H -3.2424 -2.0602 -2.1867
H -4.7147 -2.5870 -3.0139
*
```

Atom charges from the Löwdin analysis, given in e for atoms 1 to 4: C -0.06; C -0.25; O -0.05; C -0.27

# 4
The following is a DFT calculation (ωB97M-V with the def2-TZVPD basis set) of a molecular structure, C19H19N2O3PtS.

- LUMO energy: -3.7717 eV
- HOMO level: -10.50 eV
- DFT total energy: -43208.177 eV
- Maximum force: 0.027 Eh/bohr
- Kohn-Sham gap: 6.7 eV
- Energy above the lowest of the compared OMol25 structures with the same formula, charge and spin: 18.6 kcal per mole

```
! wB97M-V def2-TZVPD RIJCOSX def2/J DEFGRID3
* xyz 1 1
Pt -1.2759 0.0459 0.0834
C -3.5420 -1.4801 -1.7270
O -2.2805 -1.4657 -1.0411
C -1.5333 -2.6423 -0.9910
C -2.0119 -3.8609 -1.4298
C -1.1952 -4.9823 -1.3165
C 0.0774 -4.8902 -0.7791
C 0.5593 -3.6634 -0.3480
C -0.2440 -2.5451 -0.4621
N 0.1628 -1.2345 -0.0870
N 1.3839 -0.9710 0.0012
C 1.8264 0.2482 0.4137
C 1.0380 1.1643 1.1548
O -0.2108 0.9129 1.4849
C 1.6416 2.3269 1.6943
C 2.9520 2.5888 1.4478
C 3.7721 1.7190 0.6718
C 5.1223 2.0338 0.4154
C 5.9059 1.1880 -0.3213
C 5.3577 -0.0036 -0.8234
C 4.0443 -0.3282 -0.5951
C 3.2226 0.5279 0.1610
H -3.4032 -1.8337 -2.7471
H -3.8859 -0.4511 -1.7327
H -4.2467 -2.1124 -1.1889
H -3.0027 -3.9597 -1.8465
H -1.5735 -5.9393 -1.6486
H 0.6952 -5.7724 -0.6909
H 1.5484 -3.5600 0.0756
H 1.0357 2.9769 2.3092
H 3.4023 3.4859 1.8562
H 5.5276 2.9557 0.8140
H 6.9409 1.4311 -0.5183
H 5.9799 -0.6734 -1.4024
H 3.6327 -1.2436 -0.9954
C -3.3367 4.2524 0.6554
S -2.8361 2.6872 1.3403
C -4.4573 1.9674 1.5576
O -2.2356 1.9637 0.1433
H -3.9819 4.0827 -0.2048
H -2.4315 4.7767 0.3564
H -3.8486 4.8175 1.4332
H -4.9915 2.5191 2.3305
H -4.3104 0.9401 1.8868
H -4.9940 2.0006 0.6104
*
```

Atom charges from the Löwdin analysis, given in e for atoms 1 to 4: Pt 1.21; C -0.02; O -0.28; C -0.20

# 5
The following is a DFT calculation (ωB97M-V with the def2-TZVPD basis set) of a molecular structure, C19H19N2O3PtS.

- LUMO energy: -3.5947 eV
- HOMO level: -10.46 eV
- DFT total energy: -43208.982 eV
- Maximum force: 0.010 Eh/bohr
- Kohn-Sham gap: 6.9 eV
- Energy above the lowest of the compared OMol25 structures with the same formula, charge and spin: 0.0 kcal per mole

```
! wB97M-V def2-TZVPD RIJCOSX def2/J DEFGRID3
* xyz 1 1
Pt -0.1272 -1.1415 -0.4817
C 2.1083 -2.7276 -2.1202
O 1.7648 -1.6683 -1.2127
C 2.7714 -0.8850 -0.6526
C 4.1183 -1.1347 -0.8159
C 5.0255 -0.2908 -0.1851
C 4.5878 0.7732 0.5902
C 3.2324 1.0178 0.7426
C 2.3210 0.1890 0.1104
N 0.9096 0.3574 0.1711
N 0.4608 1.4649 0.5689
C -0.8595 1.7335 0.6582
C -1.9132 0.7790 0.5422
O -1.7637 -0.4986 0.3346
C -3.2539 1.2114 0.7549
C -3.5344 2.5047 1.0333
C -2.5171 3.5012 1.1372
C -2.8432 4.8419 1.4128
C -1.8596 5.7906 1.5114
C -0.5212 5.4158 1.3318
C -0.1819 4.1132 1.0553
C -1.1751 3.1243 0.9573
H 2.7049 -2.3246 -2.9364
H 1.1644 -3.1077 -2.4972
H 2.6519 -3.5073 -1.5879
H 4.4718 -1.9642 -1.4101
H 6.0838 -0.4801 -0.2982
H 5.3051 1.4135 1.0838
H 2.8671 1.8391 1.3423
H -4.0297 0.4619 0.6853
H -4.5643 2.8079 1.1817
H -3.8843 5.1098 1.5448
H -2.1105 6.8208 1.7231
H 0.2572 6.1636 1.4079
H 0.8534 3.8429 0.9092
C -2.8805 -4.5814 -1.7621
S -2.0530 -3.6373 -0.5021
C -0.9796 -4.9050 0.1516
O -1.1373 -2.7311 -1.3451
H -2.1399 -5.0382 -2.4159
H -3.5100 -3.8904 -2.3179
H -3.4984 -5.3345 -1.2743
H -1.5934 -5.6493 0.6582
H -0.3215 -4.4254 0.8742
H -0.4075 -5.3544 -0.6588
*
```

Atom charges from the Löwdin analysis, given in e for atoms 1 to 4: Pt 1.23; C -0.02; O -0.28; C -0.21